# 1
This record from the OMol25 dataset describes a gas-phase ion, C5H8N (charge +1). The level of theory is wB97M-V/def2-TZVPD.

HOMO-LUMO gap (alpha / beta)   8.804 / 8.802 eV
Net charge   +1
HOMO (alpha / beta)   -15.6 / -15.6 eV
Energy above the lowest of the compared OMol25 structures with the same formula, charge and spin   493.5 kJ/mol

Geometry as XYZ:
```
14
C5H8N | the OMol25 dataset | wB97M-V/def2-TZVPD
C 1.23802 0.75305 0.88123
C 1.44929 -0.49459 -0.02253
C 0.26448 -1.30371 -0.22507
C -0.41927 -0.06293 -0.75760
C -1.76333 0.47275 -0.06637
N 0.88977 0.71348 -0.51490
H 0.62239 0.67063 1.81771
H 2.12514 1.24875 1.11671
H 2.40530 -0.78874 -0.19388
H 0.10659 -2.45913 -0.22988
H -0.58754 -0.41650 -1.79881
H -2.54916 -0.22989 -0.42348
H -2.03855 1.40043 -0.59258
H -1.74314 0.49639 1.00945
```

natural (NBO) population analysis, charges in e, atoms 1 to 6: number 1, C, carries -0.12; number 2, C, carries -0.19; number 3, C, carries 0.19; number 4, C, carries -0.13; number 5, C, carries -0.61; number 6, N, carries -0.26



# 2
This record from the OMol25 dataset describes a single C5H4O molecule. The level of theory is wB97M-V/def2-TZVPD.

HOMO-LUMO gap (alpha / beta)   7.087 / 7.085 eV
Net charge   0
HOMO (alpha / beta)   -8.4 / -8.4 eV
Energy above the lowest of the compared OMol25 structures with the same formula, charge and spin   514.2 kJ/mol

Geometry as XYZ:
```
10
C5H4O | the OMol25 dataset | wB97M-V/def2-TZVPD
C 1.56736 -0.26759 -0.13950
C -0.27964 1.38098 -0.01738
C 1.02934 1.07382 0.18100
C 0.56265 -1.10207 -0.05633
C -0.89802 -0.86399 0.09155
O -1.31361 0.50553 -0.17032
H 2.62071 -0.47494 -0.12054
H -0.45866 2.36647 -0.17443
H -1.60220 -1.24901 -0.64869
H -1.22794 -1.36920 1.05463
```

natural (NBO) population analysis, charges in e, atoms 1 to 6: number 1, C, carries -0.35; number 2, C, carries 0.07; number 3, C, carries -0.04; number 4, C, carries 0.09; number 5, C, carries -0.20; number 6, O, carries -0.46



# 3
This record from the OMol25 dataset describes a molecular structure, C31H36EuN8O2S. The level of theory is wB97M-V/def2-TZVPD.

<S²>   12.034
HOMO-LUMO gap (alpha / beta)   4.477 / 5.357 eV
Net charge   +1
Multiplicity   7
HOMO (alpha / beta)   -6.6 / -7.5 eV
Energy above the lowest of the compared OMol25 structures with the same formula, charge and spin   0.0 kJ/mol

Geometry as XYZ:
```
79
C31H36EuN8O2S | the OMol25 dataset | wB97M-V/def2-TZVPD
Eu -0.63379 -0.24778 -1.66986
N 1.58943 -3.88905 -2.45794
C 0.62706 -4.34922 -3.36034
C -0.30986 -3.37807 -3.44497
N 0.00821 -2.30477 -2.62356
C 1.19603 -2.63147 -2.02610
C 1.85358 -1.82827 -1.09371
N 1.49087 -0.53610 -0.78240
C 2.32087 -0.15540 0.26528
C 3.18129 -1.14859 0.59181
N 2.89851 -2.21743 -0.26275
H 2.42759 -4.37088 -2.20821
H 0.69777 -5.31139 -3.84064
H -1.21353 -3.39327 -4.03604
H 2.24648 0.83202 0.69959
H 3.95938 -1.19779 1.33700
H 3.34101 -3.11203 -0.23782
O -1.83981 0.85539 0.14454
C -3.05721 1.62091 0.06136
C -2.70608 3.07534 -0.18462
C -1.75893 3.25513 -1.38301
C -2.26455 2.58172 -2.63224
C -3.35256 3.07137 -3.33213
C -3.76263 2.42075 -4.48339
C -3.05409 1.32026 -4.92388
C -1.96977 0.88683 -4.17500
N -1.59508 1.48757 -3.03836
H -1.98872 -0.00031 0.61302
H -3.62527 1.52368 0.98509
H -3.67728 1.24324 -0.75434
H -2.22603 3.48543 0.70577
H -3.63667 3.62308 -0.34935
H -0.78541 2.84199 -1.13862
H -1.62492 4.31941 -1.57729
H -3.86554 3.95977 -2.98500
H -4.60619 2.78970 -5.05390
H -3.32095 0.81525 -5.84434
H -1.69367 -0.77407 -5.23495
N -1.18016 -0.21899 -4.57093
C 0.12294 0.08725 -5.10516
C 1.08072 0.73153 -4.33494
C 2.30704 1.07216 -4.88228
C 2.59939 0.74485 -6.19763
C 1.65031 0.07986 -6.96184
C 0.41424 -0.24103 -6.42061
H 0.87001 1.00089 -3.31444
H 3.03725 1.59200 -4.27409
H 3.56396 0.99458 -6.61958
H 1.86186 -0.17027 -7.99348
H -0.32669 -0.74358 -7.03495
C -2.47184 0.77699 6.19860
C -2.21855 0.43019 4.73314
C -0.73725 0.16956 4.49617
N -0.47542 -0.18518 3.09512
C -0.29469 -1.39989 2.59299
S -0.94753 -1.85123 1.09761
N 0.36030 -2.37304 3.29267
C 1.32545 -2.45035 4.33224
O 1.52906 -3.54753 4.77604
C 2.08115 -1.26110 4.81091
C 2.56766 -0.28197 3.95236
C 3.34025 0.75462 4.45492
C 3.61770 0.82396 5.81437
C 3.14215 -0.16242 6.67088
C 2.39033 -1.21149 6.16812
H -3.52984 0.96892 6.37593
H -1.91218 1.66928 6.49150
H -2.15903 -0.04263 6.84961
H -2.55689 1.25067 4.09217
H -2.78727 -0.45987 4.45195
H -0.40938 -0.63428 5.14108
H -0.15305 1.05492 4.75049
H -0.82329 0.47536 2.41964
H 0.14679 -3.29852 2.95424
H 2.36185 -0.34076 2.89183
H 3.73033 1.51128 3.78294
H 4.21447 1.63955 6.20446
H 3.36731 -0.11758 7.72978
H 2.03100 -1.99968 6.81945
```

Löwdin population analysis, charges in e, atoms 1 to 6: number 1, Eu, carries 1.56; number 2, N, carries 0.08; number 3, C, carries -0.10; number 4, C, carries -0.17; number 5, N, carries -0.13; number 6, C, carries -0.33



# 4
This record from the OMol25 dataset describes 3 unconnected molecules or ions with the total composition C9H16NO2Si. The level of theory is wB97M-V/def2-TZVPD.

HOMO-LUMO gap   9.093 eV
Net charge   +1
HOMO   -12.3 eV
Energy above the lowest of the compared OMol25 structures with the same formula, charge and spin   0.0 kJ/mol

Geometry as XYZ:
```
29
C9H16NO2Si | the OMol25 dataset | wB97M-V/def2-TZVPD
C -1.73816 -3.20749 -2.90672
C -0.54563 -2.68419 -3.37853
C -2.03611 -3.10322 -1.54295
C 0.31327 -2.00879 -2.57885
C -1.28172 -2.26874 -0.72680
C 0.01312 -1.81567 -1.24357
C -0.58526 2.18288 3.71978
C -1.36716 1.46263 1.43682
C -1.05014 2.43638 2.32528
N 3.01393 2.75879 -0.56557
O 1.95321 0.38812 -0.49713
O 0.64957 -1.03366 1.42331
Si 1.02855 -0.78017 -0.10594
H -2.31084 -3.98955 -3.46189
H -0.35804 -2.96674 -4.40546
H -2.89296 -3.49282 -1.11433
H 1.28269 -1.80755 -3.07735
H -1.55005 -2.12149 0.37326
H 0.53267 2.40238 3.82159
H -0.83220 1.12986 4.09546
H -1.03145 2.93256 4.37584
H -1.61692 1.70858 0.36362
H -1.84518 0.49800 1.66982
H -0.84576 3.47987 2.01091
H 2.91075 3.21897 -1.50680
H 3.84667 2.25997 -0.43515
H 2.75968 3.25104 0.24352
H 2.39504 1.81165 -0.44880
H 1.18842 -0.64161 2.13664
```

natural (NBO) population analysis, charges in e, atoms 1 to 6: number 1, C, carries -0.15; number 2, C, carries -0.22; number 3, C, carries -0.21; number 4, C, carries -0.17; number 5, C, carries -0.16; number 6, C, carries -0.63



# 5
This record from the OMol25 dataset describes 3 unconnected molecules or ions with the total composition CH7NO3. The level of theory is wB97M-V/def2-TZVPD.

SMILES string   NC=O.O.O
HOMO-LUMO gap   10.705 eV
Net charge   0
HOMO   -10.1 eV
Energy above the lowest of the compared OMol25 structures with the same formula, charge and spin   83.1 kJ/mol

Geometry as XYZ:
```
12
CH7NO3 | the OMol25 dataset | wB97M-V/def2-TZVPD
N 2.42533 0.58586 -0.41262
C 1.48004 1.25525 0.20696
O 0.24566 0.89091 0.36363
H 3.36568 0.84963 -0.30727
H 2.14234 -0.25185 -0.92229
H 1.88781 2.14824 0.74291
O -0.94062 -2.60395 -0.68923
H -1.60194 -2.87142 -1.35349
H -0.31406 -3.26988 -0.65001
O -2.70643 0.53232 0.64038
H -1.95193 -0.08116 1.05498
H -2.17430 1.28970 0.56356
```

natural (NBO) population analysis, charges in e, atoms 1 to 6: number 1, N, carries -0.79; number 2, C, carries 0.52; number 3, O, carries -0.66; number 4, H, carries 0.40; number 5, H, carries 0.41; number 6, H, carries 0.12



> What is the formula in the second record?

C5H4O